Version A
21
Properties=species:S:1:pos:R:3 method="wB97M-V/def2-TZVPD" smiles=O.O.O.O.O.O.O lumo_ev=0.18 e_homo_ha=-0.4212
O 3.14562 -6.75153 -26.39118
H 2.37478 -6.55559 -25.85860
H 3.88525 -6.45372 -25.86157
O -7.07235 -6.60239 -25.41177
H -7.31252 -6.09964 -24.63345
H -7.01925 -5.95111 -26.11123
O -1.17437 -7.23268 -18.05958
H -0.97679 -8.16309 -17.95219
H -0.34419 -6.84077 -18.33059
O -0.72870 -11.79848 -21.57434
H -1.54285 -11.45107 -21.93861
H -0.56216 -12.59610 -22.07664
O -1.22209 -1.63366 -25.65389
H -0.87062 -1.77752 -26.53253
H -1.27525 -2.50906 -25.27038
O -2.34216 -3.37517 -30.04591
H -2.98039 -3.44026 -29.33552
H -2.54399 -4.11525 -30.61842
O -1.66823 -5.88991 -23.83150
H -1.93484 -6.06299 -22.92862
H -2.37142 -6.26072 -24.36465

Version B
21
Properties=species:S:1:pos:R:3 method="wB97M-V/def2-TZVPD" smiles=O.O.O.O.O.O.O lumo_ev=0.18 e_homo_ha=-0.3882
O -4.18025 -10.78052 32.07713
H -3.38415 -10.28760 32.10666
H -4.41565 -10.84335 31.14310
O -6.90067 -14.77044 29.57354
H -6.53467 -14.31472 28.78698
H -7.85549 -14.87485 29.39014
O -4.25888 -13.42529 31.11823
H -5.20229 -13.26726 31.18805
H -3.88946 -12.83145 31.75337
O -0.95648 -12.35358 31.27539
H 0.00342 -12.23724 31.19229
H -1.31827 -11.61933 31.79201
O -3.36025 -12.63422 28.53309
H -2.51938 -13.09191 28.52419
H -3.69582 -13.06052 29.31180
O -7.15466 -12.41319 31.19726
H -7.39388 -13.33329 30.98805
H -7.15037 -12.01357 30.33925
O -3.18505 -15.88046 30.37364
H -3.65363 -15.14915 30.80908
H -2.33569 -15.79952 30.77416

Name the most stable of them. version B.

Version A
21
Properties=species:S:1:pos:R:3 method="wB97M-V/def2-TZVPD" smiles=O.O.O.O.O.O.O lumo_ev=0.30 e_homo_ha=-0.4140
O 0.62793 -0.40156 -1.33764
H -0.31666 -0.61705 -1.22222
H 0.78169 -0.42064 -2.20635
O 2.28064 -2.17361 1.46002
H 3.14256 -2.50572 1.21214
H 1.78807 -2.92966 1.73085
O -0.76043 -2.68343 1.12541
H 0.05963 -2.54428 1.54041
H -1.16551 -1.80405 1.00448
O -1.41386 2.32663 2.66712
H -1.27129 1.32877 2.63186
H -1.06185 2.75574 3.43634
O 4.49030 1.88587 -1.11216
H 5.39956 2.26480 -1.25325
H 3.96385 2.66144 -1.18274
O -2.51086 -1.40116 -2.10236
H -3.22791 -1.12010 -2.57531
H -2.18015 -0.61790 -1.65598
O -3.11439 1.78264 -0.46497
H -2.27665 2.27112 -0.29206
H -3.23467 1.94214 -1.40358

Version B
21
Properties=species:S:1:pos:R:3 method="wB97M-V/def2-TZVPD" smiles=O.O.O.O.O.O.O lumo_ev=-0.03 e_homo_ha=-0.4095
O -1.14802 0.38310 -0.11050
H -0.93476 -0.46689 0.29079
H -1.82277 0.75357 0.46954
O -5.67669 -1.80007 0.60435
H -5.31590 -1.06192 0.10041
H -4.91571 -2.36991 0.76303
O 3.23463 0.79151 2.47070
H 3.33645 0.16653 1.74404
H 2.48062 1.33266 2.21067
O 0.32312 -1.77033 -0.55908
H 1.05215 -2.01263 -1.14113
H -0.17811 -2.58741 -0.45839
O -1.78340 2.97707 -0.24246
H -2.41045 2.66268 0.41858
H -1.83468 2.31985 -0.94561
O 1.29583 1.92498 -1.36773
H 1.89326 2.44915 -0.82246
H 0.94222 2.55768 -2.00305
O 3.95395 -2.24887 -0.80710
H 4.32925 -2.31351 0.07832
H 3.17903 -1.68722 -0.69291

Name the most stable of them. version B.

Version A
21
Properties=species:S:1:pos:R:3 method="wB97M-V/def2-TZVPD" smiles=O.O.O.O.O.O.O lumo_ev=0.10 e_homo_ha=-0.3956
O -2.38185 32.58210 -0.88726
H -3.21145 32.96576 -1.13543
H -2.53445 32.69359 0.04453
O -0.73541 30.73574 5.64557
H -0.57532 30.81228 4.68502
H -0.05295 30.21089 6.06410
O -2.22149 32.67099 1.98387
H -1.47006 32.21877 2.33851
H -2.92369 32.59202 2.67413
O 1.71186 32.60081 4.19753
H 1.77235 31.89886 4.82638
H 0.77485 32.75466 4.18347
O -5.10070 32.22940 0.73089
H -5.47068 31.90143 1.58094
H -5.86847 32.66062 0.38247
O -0.18115 30.95946 2.95765
H -0.49001 30.03200 2.84130
H 0.61621 31.07310 2.42326
O -2.96506 29.97536 0.80363
H -3.23482 30.87121 0.74968
H -2.04917 30.07676 0.37845

Version B
21
Properties=species:S:1:pos:R:3 method="wB97M-V/def2-TZVPD" smiles=O.O.O.O.O.O.O lumo_ev=0.22 e_homo_ha=-0.3916
O -10.31872 8.72915 -6.80448
H -9.40599 9.04652 -6.74956
H -10.78596 9.20124 -6.10840
O -6.55213 5.44037 -8.29400
H -7.09170 6.23417 -8.51063
H -7.13846 4.69467 -8.44912
O -6.33836 13.20970 -9.46271
H -5.84465 13.90032 -9.91698
H -6.19984 12.42221 -9.99901
O -7.82477 7.45178 -9.51750
H -8.72862 7.77115 -9.64384
H -7.36842 7.66893 -10.33976
O -5.27780 11.39315 -6.42207
H -5.91586 10.96505 -5.83762
H -4.51911 11.58153 -5.85812
O -7.34185 9.87272 -7.88091
H -7.01976 9.23780 -8.53246
H -6.68002 10.57642 -7.87167
O -3.33281 11.83657 -8.41833
H -3.13204 12.61024 -7.88396
H -4.18518 11.52002 -8.07792

Version C
21
Properties=species:S:1:pos:R:3 method="wB97M-V/def2-TZVPD" smiles=O.O.O.O.O.O.O lumo_ev=-0.12 e_homo_ha=-0.3730
O -1.33579 2.90543 -0.02182
H -1.01844 2.19648 0.54153
H -1.04543 3.71408 0.39659
O -1.90400 -2.40243 -0.44717
H -2.76995 -2.70110 -0.72067
H -2.18440 -1.63400 0.07481
O 1.80119 -1.33555 0.38173
H 2.35338 -2.14774 0.45577
H 1.96515 -1.04448 -0.53953
O 2.27670 2.24312 -1.14519
H 2.17154 1.29900 -1.07340
H 3.08310 2.31257 -1.72691
O -0.37184 0.89447 -2.24790
H 0.46102 0.50819 -2.52434
H -0.41082 0.97160 -1.30550
O -0.38814 0.26915 0.44667
H 0.33629 -0.28694 0.49609
H -0.72701 -0.18040 1.20541
O -0.92414 -1.51794 2.45929
H -0.28012 -2.09175 2.02036
H -1.08829 -1.97176 3.27418

Name the most stable of them. version B.

Version A
21
Properties=species:S:1:pos:R:3 method="wB97M-V/def2-TZVPD" smiles=O.O.O.O.O.O.O lumo_ev=-0.19 e_homo_ha=-0.3473
O -9.24484 -8.59065 14.67587
H -8.45349 -8.81908 14.18820
H -9.33911 -7.64625 14.55155
O -7.99922 -6.71071 10.79781
H -7.81289 -7.52686 11.26190
H -8.84661 -6.42745 11.14120
O -6.65652 -8.11480 14.55106
H -5.80590 -7.86991 14.18678
H -6.80314 -7.48873 15.26014
O -6.88465 -10.42655 11.62822
H -7.19101 -11.03422 10.95508
H -7.41199 -10.63647 12.39898
O -8.58327 -9.29121 9.73936
H -7.82823 -9.36759 10.32271
H -8.56646 -10.09423 9.21868
O -7.70475 -8.20702 12.41601
H -7.34171 -8.26870 13.29953
H -7.56308 -9.07458 12.03722
O -5.03923 -9.15091 12.20301
H -5.98008 -9.26565 12.06932
H -4.65058 -9.34089 11.34913

Version B
21
Properties=species:S:1:pos:R:3 method="wB97M-V/def2-TZVPD" smiles=O.O.O.O.O.O.O lumo_ev=0.29 e_homo_ha=-0.3932
O 0.88389 -1.71170 -0.38468
H 1.49124 -2.58807 -0.27498
H 1.60633 -1.03040 -0.38902
O 0.16610 -0.72218 1.91200
H 0.40287 -1.18748 1.02220
H 0.35597 0.23658 1.72012
O -2.13614 -0.21527 1.00131
H -1.26401 -0.45093 1.52728
H -2.95264 -0.47772 1.45327
O -1.57461 -0.90556 -1.65981
H -1.94752 -0.81635 -0.70958
H -0.71059 -1.40698 -1.57226
O -1.17613 1.80617 -0.93614
H -1.27425 1.05451 -1.49873
H -1.73573 1.43283 -0.28453
O 0.96557 1.64396 0.57698
H 0.13277 1.75879 0.06923
H 1.07258 2.57551 0.96078
O 2.75767 0.07482 -0.69464
H 2.25290 0.94833 -0.50897
H 3.47925 0.18940 -0.03494

Version C
21
Properties=species:S:1:pos:R:3 method="wB97M-V/def2-TZVPD" lumo_ev=-0.46 e_homo_ha=-0.3298
O -0.88148 1.49115 -2.59022
H -0.61187 2.31878 -2.98843
H -0.15191 1.25070 -2.01913
O -0.34031 0.00853 -0.02432
H 0.15595 -0.80555 0.06068
H -0.07893 0.36123 -0.87492
O 0.69420 0.10979 -1.61003
H 1.33814 0.69603 -2.00738
H 1.19473 -0.67069 -1.37224
O 0.60000 -2.18647 0.74067
H 1.35159 -2.73506 0.51620
H 0.95016 -1.53790 1.35139
O -0.41654 0.77994 1.76737
H 0.13319 1.56280 1.73335
H -0.44354 0.46618 0.86345
O -2.43011 -0.21377 0.11502
H -2.39067 0.69958 -0.16864
H -1.54790 -0.40436 0.43380
O 1.10719 -0.68136 1.80182
H 1.58217 -0.06203 2.35596
H 0.18598 -0.44761 1.91563

Version D
21
Properties=species:S:1:pos:R:3 method="wB97M-V/def2-TZVPD" smiles=O.O.O.O.O.O.O lumo_ev=-0.05 e_homo_ha=-0.3893
O 2.84177 -0.64714 0.39630
H 2.76613 -1.02561 1.27797
H 1.92586 -0.59605 0.06460
O -2.48054 -1.39078 -0.54194
H -3.15954 -1.46237 -1.22300
H -2.29442 -2.30414 -0.27173
O -1.72175 -2.70529 2.36508
H -2.58726 -2.56547 2.76118
H -1.53962 -1.87349 1.89764
O 0.75578 1.82472 -2.57891
H -0.01493 1.64703 -3.13198
H 1.40027 2.21920 -3.17854
O -1.12903 0.07274 2.32628
H -0.32257 0.06500 1.78727
H -1.64020 0.81067 1.97579
O 2.66954 2.85018 -0.29594
H 2.86799 3.44667 -1.02488
H 2.07626 2.18654 -0.67244
O 0.09368 -0.15044 -0.32660
H 0.22065 0.27870 -1.18537
H -0.72809 -0.68068 -0.42076

Name the most stable of them. version B.

Version A
21
Properties=species:S:1:pos:R:3 method="wB97M-V/def2-TZVPD" smiles=O.O.O.O.O.O.O lumo_ev=0.13 e_homo_ha=-0.3850
O -0.09589 -0.62185 0.04940
H 0.60404 -0.08639 -0.34096
H -0.72986 -0.73776 -0.66729
O 3.91717 -0.85384 1.35002
H 3.80012 -1.50127 0.64566
H 3.70382 -0.01179 0.93239
O -2.20314 0.83393 -1.95551
H -2.09576 1.76096 -1.71453
H -3.00443 0.56283 -1.49354
O -2.77428 -1.01799 2.21852
H -2.64534 -0.46310 1.44104
H -3.57428 -0.66787 2.62645
O -0.30340 3.44438 0.65158
H 0.32492 3.52377 1.37815
H -1.09965 3.09483 1.06726
O 2.30408 0.51437 -1.42970
H 2.81826 1.21453 -1.84729
H 2.78330 0.32549 -0.61504
O -0.78471 -2.99732 -1.08399
H -1.09445 -3.47549 -0.30656
H 0.14948 -2.84042 -0.90605

Version B
21
Properties=species:S:1:pos:R:3 method="wB97M-V/def2-TZVPD" smiles=O.O.O.O.O.O.O lumo_ev=-0.28 e_homo_ha=-0.4103
O 0.57185 0.86258 0.85643
H 0.70165 -0.12792 0.94843
H 0.86992 0.88983 -0.05145
O 0.84689 4.21375 -2.62397
H 0.43399 5.05112 -2.38785
H 0.65797 3.71534 -1.87020
O -0.12946 -0.41730 3.73515
H 0.15633 -1.26738 3.86335
H -1.13828 -0.46737 3.71375
O 0.77167 -4.86972 0.55857
H 0.12530 -4.56265 -0.16669
H 0.88960 -4.06768 1.01583
O -0.22881 2.30910 -4.82938
H 0.53334 2.10135 -4.28996
H -0.16286 3.21245 -5.01485
O -2.60876 0.84909 0.18902
H -2.73553 -0.05261 -0.11052
H -3.44050 1.02223 0.67274
O 1.58137 -2.87845 2.18209
H 1.74452 -2.48584 1.33331
H 0.55982 -3.02994 2.27621

Version C
21
Properties=species:S:1:pos:R:3 method="wB97M-V/def2-TZVPD" smiles=O.O.O.O.O.O.O lumo_ev=-0.22 e_homo_ha=-0.4009
O 2.68546 2.66265 -0.24738
H 2.98263 1.74878 -0.21714
H 2.01579 2.71399 0.44130
O 0.10147 -0.48326 -0.44532
H -0.48233 -0.65258 0.30508
H 0.94082 -0.18011 -0.06202
O -2.78025 -0.15918 0.96779
H -3.68309 -0.28214 1.28490
H -2.38697 0.49148 1.55881
O -3.11511 -1.37396 -1.73934
H -2.27557 -1.43297 -2.20769
H -2.92797 -0.80853 -0.97750
O 2.74050 -0.23013 0.95787
H 3.57947 -0.29447 0.48429
H 2.97239 -0.35121 1.88576
O -0.73651 2.79591 -0.56956
H -0.67653 1.94338 -0.12244
H -0.99780 3.44223 0.09513
O 0.95585 -3.46940 -0.50431
H 0.14303 -3.49394 0.01074
H 0.94471 -2.58654 -0.89896

Version D
21
Properties=species:S:1:pos:R:3 method="wB97M-V/def2-TZVPD" smiles=O.O.O.O.O.O.O lumo_ev=0.19 e_homo_ha=-0.3039
O 1.21492 0.33519 0.33541
H 0.47343 0.95020 0.51494
H 0.82667 -0.47741 0.01914
O 0.40451 -2.35297 1.70102
H 0.68793 -3.04386 2.19061
H -0.37137 -2.63250 1.15558
O 0.61818 1.25645 -1.25929
H 0.04475 2.01305 -1.62457
H 0.57830 0.67260 -2.03057
O -1.29026 3.96137 1.92733
H -0.71221 3.19305 2.07181
H -0.83789 4.61690 2.56263
O -1.13849 -3.86137 -1.03850
H -0.59923 -4.33516 -1.59728
H -0.90967 -2.92722 -1.03251
O -2.55471 2.13182 -2.47416
H -2.92257 2.63621 -1.71409
H -2.78447 1.28345 -2.16651
O 2.73859 -1.35359 0.75773
H 3.00660 -1.92056 1.52649
H 3.57769 -0.96402 0.52800

Name the most stable of them. version C.

Version A
21
Properties=species:S:1:pos:R:3 method="wB97M-V/def2-TZVPD" smiles=O.O.O.O.O.O.O lumo_ev=0.08 e_homo_ha=-0.4058
O -0.37364 0.42688 -0.80737
H -0.70202 -0.45405 -1.01978
H 0.14495 0.29678 -0.00542
O 1.51145 3.51626 0.12485
H 2.23752 3.91958 -0.36417
H 1.19565 2.81702 -0.45852
O -1.43282 1.08631 3.09405
H -1.95376 0.42422 3.56230
H -2.05977 1.48828 2.48221
O -1.83721 2.07364 0.48825
H -1.13280 1.41643 0.51767
H -2.60256 1.61349 0.85086
O -2.64985 -3.26131 -1.18674
H -2.56597 -2.35520 -0.86908
H -3.57194 -3.33003 -1.45880
O 3.77334 -0.23717 2.78488
H 4.04907 0.37683 2.09498
H 4.30104 0.01759 3.55014
O 0.84113 -3.17768 -4.44825
H 1.53734 -2.93728 -3.82656
H 1.29084 -3.72060 -5.10551

Version B
21
Properties=species:S:1:pos:R:3 method="wB97M-V/def2-TZVPD" smiles=O.O.O.O.O.O.O lumo_ev=-0.03 e_homo_ha=-0.3895
O -3.88032 0.76095 -0.65035
H -2.98808 1.09907 -0.57417
H -3.76988 -0.14436 -0.94097
O 0.20651 -0.22539 0.97437
H -0.56225 0.12782 0.52664
H 0.66554 -0.72892 0.30207
O 1.25169 -1.73081 -0.97570
H 0.63045 -2.26096 -1.47494
H 1.75904 -1.26564 -1.64086
O -1.76013 2.28048 -0.68083
H -2.15478 2.86614 -1.32696
H -1.43725 2.86367 0.00609
O 3.11103 -3.36311 0.34834
H 3.39917 -3.98113 -0.32341
H 2.39532 -2.87832 -0.06272
O 1.22102 1.56059 -1.47116
H 0.74351 1.67388 -0.64934
H 1.06898 2.37462 -1.95124
O -0.13415 0.67379 3.56615
H 0.05367 0.02388 4.24334
H 0.18090 0.27375 2.75563

Version C
21
Properties=species:S:1:pos:R:3 method="wB97M-V/def2-TZVPD" lumo_ev=-0.78 e_homo_ha=-0.3399
O -8.93006 8.51235 -29.06454
H -8.27963 8.10157 -28.49494
H -9.18293 9.31168 -28.60263
O -10.20696 6.92661 -29.98705
H -9.46987 7.42496 -29.63409
H -10.54182 7.46751 -30.70226
O -7.78412 8.57780 -30.93264
H -8.25150 8.46396 -30.10509
H -7.98615 7.78722 -31.43306
O -9.83663 6.27857 -27.96518
H -10.06673 6.99844 -27.37775
H -10.05032 6.60455 -28.83942
O -11.58150 7.43441 -33.17468
H -12.05666 8.04308 -33.74034
H -11.50525 7.89375 -32.33837
O -10.41271 4.83025 -30.31908
H -10.08559 5.72967 -30.33547
H -11.36551 4.92151 -30.31170
O -11.04686 8.63712 -31.61047
H -11.68236 9.26022 -31.25817
H -10.27190 9.16601 -31.80004

Name the most stable of them. version B.

Version A
21
Properties=species:S:1:pos:R:3 method="wB97M-V/def2-TZVPD" lumo_ev=-0.12 e_homo_ha=-0.3532
O 0.15670 -0.17448 0.58319
H -0.72146 -0.40746 0.88450
H 0.01063 0.48511 -0.09492
O 1.61093 1.60043 -0.51929
H 2.42352 1.09465 -0.50825
H 1.87422 2.48328 -0.25952
O -0.44475 0.88009 -0.97810
H 0.42717 1.17514 -1.24064
H -0.97540 0.96484 -1.77022
O 2.03796 0.23207 1.50597
H 1.78875 0.57522 2.36409
H 1.20578 0.06088 1.06506
O -1.17511 -2.74235 0.88006
H -1.76099 -2.88634 0.13693
H -0.42546 -2.27769 0.50811
O -2.22668 1.73963 0.25671
H -1.60576 1.17242 -0.20041
H -2.87314 1.13859 0.62695
O 0.39174 -1.96454 -0.84130
H 0.20221 -1.04318 -0.66409
H 0.07920 -2.10629 -1.73486

Version B
21
Properties=species:S:1:pos:R:3 method="wB97M-V/def2-TZVPD" lumo_ev=-0.20 e_homo_ha=-0.3290
O 1.54979 1.67250 0.78252
H 1.40284 2.37027 1.42107
H 0.69990 1.55190 0.35898
O -1.54304 0.67523 -1.55347
H -1.10690 0.03476 -0.99150
H -0.84203 1.03355 -2.09791
O -1.23467 0.94204 0.79758
H -0.96597 1.70151 0.28063
H -2.19141 0.96815 0.78302
O 0.44092 -1.42988 -1.30231
H -0.49440 -1.55155 -1.46550
H 0.77149 -1.01464 -2.09887
O 0.11554 0.79938 2.31768
H -0.10192 1.27960 3.11664
H -0.10460 1.40250 1.60774
O 0.96298 -3.37172 -0.35915
H 0.83711 -2.45309 -0.59690
H 1.57683 -3.70683 -1.01270
O 0.31130 0.00633 -0.04609
H 0.31435 -0.81918 -0.53058
H -0.39811 -0.09081 0.58913

Name the most stable of them. version A.

Version A
10
Properties=species:S:1:pos:R:3 method="wB97M-V/def2-TZVPD" total_charge=-1 lumo_ev=4.21 e_homo_ha=-0.0895
S 3.21650 0.07178 0.05636
H 2.51256 -0.86304 -0.67637
C -0.91795 -0.11029 0.80898
C -0.47391 0.28849 -0.65319
H -2.02416 -0.00262 0.84105
H -0.68069 -1.11760 1.19323
H -0.49484 0.62737 1.51762
H -0.70376 -0.56057 -1.31693
H 0.59176 0.48891 -0.74601
H -1.02550 1.17757 -1.02474

Version B
10
Properties=species:S:1:pos:R:3 method="wB97M-V/def2-TZVPD" total_charge=-1 lumo_ev=4.00 e_homo_ha=-0.0700
C -1.90174 0.09294 -2.45455
H -2.18716 1.13642 -2.45786
H -2.07443 -0.31664 -1.46141
H -2.49271 -0.53344 -3.12532
H -0.88766 -0.17012 -2.75849
C 2.01087 -0.08102 2.54188
S 0.45399 -0.04660 1.57647
H 1.92297 -0.66688 3.45230
H 2.31799 0.95207 2.80090
H 2.83787 -0.36672 1.88607

Name the most stable of them. version A.